The molecule C5H5NO2 at a distorted geometry, computed with the ωB97M-V functional and the def2-TZVPD basis.

Atoms and positions in Å:
1 C 2.16 0.67 0.13
2 C 1.28 -0.55 -0.02
3 O 1.68 -1.70 -0.13
4 C -0.16 -0.32 0.00
5 N -0.72 0.81 -0.09
6 C -2.13 0.48 -0.08
7 C -2.26 -0.89 0.05
8 O -0.98 -1.39 0.07
9 H 3.18 0.51 -0.22
10 H 2.34 0.97 0.92
11 H 1.79 1.45 -0.68
12 H -2.89 1.49 0.00
13 H -3.29 -1.53 0.05

## Properties
Lowest unoccupied orbital energy, Ha: 0.00288
Highest occupied orbital energy, hartree: -0.364
Structure (SMILES): CC(=O)c1ncco1
Relative energy (zero: lowest compared OMol25 entry of this formula, charge and spin), kJ/mol: 343.6
Charge: 0
Frontier orbital gap, eV: 9.99
Total energy, eV: -10847.753

Here are the Mulliken charges for atoms 1 to 4, given in e: atom 1 (C): -1.35, atom 2 (C): 0.65, atom 3 (O): -0.56, atom 4 (C): 0.52

The molecule C5H5NO2 at a distorted geometry, computed with the ωB97M-V functional and the def2-TZVPD basis.

Atoms and positions in Å:
1 C 2.08 0.03 0.03
2 C 1.35 1.13 0.01
3 C -0.02 0.67 -0.25
4 O -1.33 1.16 0.18
5 N -2.11 0.01 -0.02
6 C -1.36 -1.05 -0.15
7 C 0.00 -0.70 0.32
8 O 1.26 -1.22 -0.06
9 H 3.15 -0.18 -0.05
10 H 1.68 2.13 -0.18
11 H -0.03 0.50 -1.38
12 H -1.83 -2.01 -0.49
13 H 0.04 -0.59 1.45

## Properties
Lowest unoccupied orbital energy, Ha: 0.03480
Highest occupied orbital energy, hartree: -0.349
Structure (SMILES): C1=C[C@@H]2ON=C[C@H]2O1
Relative energy (zero: lowest compared OMol25 entry of this formula, charge and spin), kJ/mol: 466.3
Charge: 0
Frontier orbital gap, eV: 10.44
Total energy, eV: -10846.482

Here are the Mulliken charges for atoms 1 to 4, given in e: atom 1 (C): -0.27, atom 2 (C): -0.55, atom 3 (C): 0.29, atom 4 (O): -0.26

A cluster of 2 separate species, C5H5NO2 in total at a distorted geometry, computed with the ωB97M-V functional and the def2-TZVPD basis.

Atoms and positions in Å:
1 C -1.38 -0.58 0.76
2 C -0.12 0.21 0.85
3 C -0.16 1.47 -0.03
4 C 0.69 1.42 -1.08
5 C 0.82 -0.58 0.17
6 H -1.44 -1.68 1.49
7 H 0.11 0.31 1.82
8 H -0.79 2.24 0.01
9 H 0.68 2.04 -2.11
10 H 1.74 -0.69 -1.99
11 N 1.62 0.25 -0.72
12 O -2.33 -0.14 -0.03
13 O 0.98 -1.81 0.25

## Properties
Lowest unoccupied orbital energy, Ha: -0.01636
Highest occupied orbital energy, hartree: -0.345
Relative energy (zero: lowest compared OMol25 entry of this formula, charge and spin), kJ/mol: 596.4
Charge: 0
Frontier orbital gap, eV: 8.95
Total energy, eV: -10845.133

Here are the Mulliken charges for atoms 1 to 4, given in e: atom 1 (C): -0.04, atom 2 (C): 0.45, atom 3 (C): -0.61, atom 4 (C): -0.25

Please write out number 2 again, unchanged.
The molecule C5H5NO2 at a distorted geometry, computed with the ωB97M-V functional and the def2-TZVPD basis.

Atoms and positions in Å:
1 C 2.08 0.03 0.03
2 C 1.35 1.13 0.01
3 C -0.02 0.67 -0.25
4 O -1.33 1.16 0.18
5 N -2.11 0.01 -0.02
6 C -1.36 -1.05 -0.15
7 C 0.00 -0.70 0.32
8 O 1.26 -1.22 -0.06
9 H 3.15 -0.18 -0.05
10 H 1.68 2.13 -0.18
11 H -0.03 0.50 -1.38
12 H -1.83 -2.01 -0.49
13 H 0.04 -0.59 1.45

## Properties
Lowest unoccupied orbital energy, Ha: 0.03480
Highest occupied orbital energy, hartree: -0.349
Structure (SMILES): C1=C[C@@H]2ON=C[C@H]2O1
Relative energy (zero: lowest compared OMol25 entry of this formula, charge and spin), kJ/mol: 466.3
Charge: 0
Frontier orbital gap, eV: 10.44
Total energy, eV: -10846.482

Here are the Mulliken charges for atoms 1 to 4, given in e: atom 1 (C): -0.27, atom 2 (C): -0.55, atom 3 (C): 0.29, atom 4 (O): -0.26

Look up the total energy of the third one. -10845.133 eV

Among the records above, which one has the lowest highest occupied orbital energy? number 1

Copy entry 3 word for word.
A cluster of 2 separate species, C5H5NO2 in total at a distorted geometry, computed with the ωB97M-V functional and the def2-TZVPD basis.

Atoms and positions in Å:
1 C -1.38 -0.58 0.76
2 C -0.12 0.21 0.85
3 C -0.16 1.47 -0.03
4 C 0.69 1.42 -1.08
5 C 0.82 -0.58 0.17
6 H -1.44 -1.68 1.49
7 H 0.11 0.31 1.82
8 H -0.79 2.24 0.01
9 H 0.68 2.04 -2.11
10 H 1.74 -0.69 -1.99
11 N 1.62 0.25 -0.72
12 O -2.33 -0.14 -0.03
13 O 0.98 -1.81 0.25

## Properties
Lowest unoccupied orbital energy, Ha: -0.01636
Highest occupied orbital energy, hartree: -0.345
Relative energy (zero: lowest compared OMol25 entry of this formula, charge and spin), kJ/mol: 596.4
Charge: 0
Frontier orbital gap, eV: 8.95
Total energy, eV: -10845.133

Here are the Mulliken charges for atoms 1 to 4, given in e: atom 1 (C): -0.04, atom 2 (C): 0.45, atom 3 (C): -0.61, atom 4 (C): -0.25